Record 1
# C18H36N2O2

One molecule with the formula C18H36N2O2 (ωB97M-V/def2-TZVPD, OMol25).

Properties
**E_HOMO**: -0.339 Eh
**SMILES string**: CCCC(C)(C)NC(=O)CCCCC(=O)NC(C)(C)CCC
**LUMO level**: 0.0231 Eh
**Relative energy (zero: lowest compared OMol25 entry of this formula, charge and spin)**: 15.0 kJ/mol

Last column: natural (NBO) charge in e.
Cartesian coordinates (Å):
C 1.66 -1.42 2.88  -0.600
C 0.51 -1.43 1.88  -0.401
C -0.29 -2.72 1.96  -0.391
H -0.78 -2.77 2.94  0.212
H 0.40 -3.57 1.91  0.194
C -1.37 -2.90 0.88  0.130
N -0.68 -3.00 -0.41  -0.642
C -1.26 -3.05 -1.62  0.694
O -2.46 -3.18 -1.80  -0.633
C -0.28 -2.96 -2.79  -0.495
C 0.74 -1.83 -2.65  -0.388
C 0.08 -0.50 -2.29  -0.406
C 1.07 0.58 -1.88  -0.486
C 0.42 1.57 -0.92  0.696
O -0.49 1.26 -0.18  -0.647
N 0.99 2.79 -0.94  -0.628
H 1.74 2.96 -1.59  0.396
C 0.58 3.93 -0.11  0.132
C 1.52 5.09 -0.44  -0.618
H 1.29 5.95 0.19  0.223
H 2.56 4.82 -0.29  0.210
H 1.39 5.40 -1.48  0.210
C -0.86 4.31 -0.46  -0.617
H -1.52 3.47 -0.27  0.238
H -1.18 5.16 0.13  0.208
H -0.93 4.58 -1.52  0.205
C 0.65 3.56 1.38  -0.416
C 2.02 3.06 1.85  -0.397
C 1.96 2.62 3.31  -0.599
H 2.93 2.26 3.64  0.207
H 1.23 1.83 3.44  0.204
H 1.67 3.45 3.95  0.201
H 2.77 3.85 1.75  0.192
H 2.33 2.22 1.23  0.196
H -0.08 2.78 1.56  0.236
H 0.37 4.43 1.97  0.201
H 1.91 0.13 -1.34  0.218
H 1.48 1.10 -2.75  0.207
H -0.52 -0.16 -3.14  0.206
H -0.60 -0.65 -1.45  0.237
H 1.48 -2.09 -1.88  0.180
H 1.30 -1.73 -3.59  0.209
H 0.23 -3.92 -2.89  0.224
H -0.89 -2.80 -3.69  0.231
H 0.33 -2.94 -0.37  0.392
C -2.13 -4.21 1.13  -0.615
H -2.68 -4.15 2.06  0.204
H -1.45 -5.05 1.17  0.202
H -2.84 -4.37 0.32  0.238
C -2.34 -1.73 0.86  -0.639
H -2.81 -1.61 1.83  0.204
H -3.12 -1.91 0.12  0.240
H -1.84 -0.80 0.60  0.232
H 0.92 -1.29 0.87  0.184
H -0.14 -0.57 2.07  0.216
H 1.28 -1.52 3.90  0.203
H 2.34 -2.25 2.69  0.197
H 2.23 -0.50 2.81  0.208



Record 2
# C25H21N5O4STc

C25H21N5O4STc as an isolated structure in a non-equilibrium geometry (ωB97M-V/def2-TZVPD, OMol25).

Properties
**E_HOMO (alpha / beta)**: -0.468 / -0.467 Eh
**Multiplicity**: 4
**Expectation value of S²**: 3.78
**LUMO level (alpha / beta)**: -0.2563 / -0.3061 Eh
**Net charge**: +2
**Relative energy (zero: lowest compared OMol25 entry of this formula, charge and spin)**: 0.0 kJ/mol

Last column: Mulliken spin population.
Cartesian coordinates (Å):
Tc -0.58 -0.66 -0.89  2.426
C 2.84 0.45 -3.42  -0.011
C 1.53 0.07 -2.82  0.010
N 1.37 -0.36 -1.61  -0.063
N 2.46 -0.56 -0.83  -0.001
C 2.33 -0.79 0.59  0.025
N 3.41 -1.57 1.00  0.021
S 0.58 -1.81 0.72  0.275
C 0.28 0.19 -3.59  0.084
C 0.24 0.45 -4.95  0.004
C -0.98 0.53 -5.60  0.018
C -2.14 0.33 -4.87  0.001
C -2.04 0.06 -3.52  0.037
N -0.86 -0.02 -2.89  -0.027
H 3.59 0.61 -2.65  0.001
H 3.20 -0.33 -4.10  0.006
H 2.73 1.37 -3.99  0.003
H 3.24 -1.04 -1.27  0.004
H 3.45 -2.52 0.66  0.001
H 3.68 -1.48 1.97  0.001
H 1.16 0.60 -5.50  0.001
H -1.03 0.73 -6.66  0.000
H -3.12 0.40 -5.33  0.000
H -2.92 -0.08 -2.91  -0.002
O -3.41 -3.79 -1.14  0.008
C -2.68 -2.74 -0.95  0.000
O -1.60 -2.53 -1.52  0.039
C -3.19 -1.74 0.02  0.014
C -4.33 -1.82 0.79  0.002
C -4.61 -0.77 1.66  0.025
C -3.75 0.32 1.71  -0.012
C -2.63 0.32 0.91  0.028
N -2.37 -0.69 0.09  -0.097
C -1.58 1.41 0.84  0.007
O -1.69 2.42 1.45  0.027
O -0.59 1.11 0.00  0.080
H -3.00 -4.41 -1.77  -0.001
H -4.98 -2.69 0.72  0.001
H -5.49 -0.80 2.29  0.000
H -3.93 1.17 2.37  0.000
C 0.74 0.60 5.40  -0.002
C 1.01 -0.63 4.80  0.007
C 1.52 -0.70 3.52  0.034
C 1.75 0.47 2.77  0.011
C 2.18 0.47 1.40  -0.018
C 2.48 1.67 0.79  0.013
C 2.34 2.89 1.45  -0.006
C 1.85 2.92 2.73  0.010
C 1.54 1.72 3.41  -0.004
C 1.02 1.76 4.72  0.011
H 0.34 0.65 6.40  0.000
H 0.85 -1.55 5.36  0.000
H 1.77 -1.68 3.13  0.011
H 2.83 1.66 -0.24  -0.003
H 2.60 3.81 0.94  0.000
H 1.71 3.86 3.24  0.000
H 0.86 2.73 5.18  0.000



Record 3
# C9H11O2

A 2-piece molecular cluster, C9H11O2 overall in a non-equilibrium geometry (ωB97M-V/def2-TZVPD, OMol25).

Properties
**E_HOMO**: -0.142 Eh
**LUMO level**: 0.1137 Eh
**Net charge**: -1
**Relative energy (zero: lowest compared OMol25 entry of this formula, charge and spin)**: 46.4 kJ/mol

Last column: natural (NBO) charge in e.
Cartesian coordinates (Å):
C -2.25 2.77 1.18  -0.631
C 0.97 -0.07 0.63  -0.210
C 0.06 -0.23 1.69  -0.216
C 0.87 1.03 -0.19  -0.187
C -0.96 0.66 1.88  -0.239
C -0.20 1.91 -0.01  -0.230
C -1.14 1.73 0.99  -0.021
H 1.67 -0.87 0.47  0.259
H 0.22 -1.16 2.22  0.210
H 1.50 1.13 -1.07  0.237
H -1.54 0.69 2.80  0.195
H -0.27 2.82 -0.60  0.192
H -2.35 3.17 2.18  0.210
H -3.12 2.23 0.79  0.216
H -2.06 3.55 0.46  0.206
C 0.65 -3.08 -1.88  -0.738
C 2.02 -2.36 -1.98  0.759
O 2.87 -2.59 -1.10  -0.793
O 2.08 -1.51 -2.91  -0.803
H 0.83 -4.15 -1.67  0.189
H 0.09 -3.03 -2.81  0.195
H 0.06 -2.64 -1.07  0.198



Record 4
# C5H9N3

One molecule with the formula C5H9N3 in a non-equilibrium geometry (ωB97M-V/def2-TZVPD, OMol25).

Properties
**E_HOMO**: -0.333 Eh
**SMILES string**: C1=N\CCC/N=C\N/1
**LUMO level**: 0.0257 Eh
**Relative energy (zero: lowest compared OMol25 entry of this formula, charge and spin)**: 387.6 kJ/mol

Last column: natural (NBO) charge in e.
Cartesian coordinates (Å):
C -0.04 -0.97 0.01  -0.443
C 1.41 -1.36 -0.01  -0.232
C 1.43 1.05 -0.03  0.255
C -1.34 1.11 0.02  0.255
C -1.50 -1.31 -0.01  -0.230
H -0.03 -0.37 -0.91  0.191
H -0.05 -0.45 0.98  0.192
H 1.78 -1.94 0.80  0.203
H 1.75 -1.83 -0.93  0.201
H 1.99 1.98 0.06  0.178
H 0.02 2.53 0.18  0.392
H -1.89 2.08 -0.05  0.178
H -1.98 -1.86 -0.83  0.208
H -1.81 -1.82 0.91  0.201
N 2.09 -0.07 0.03  -0.426
N 0.04 1.54 -0.04  -0.683
N -2.07 0.03 0.00  -0.442



Record 5
# Cl3HN3P3

Cl3HN3P3 as an isolated structure in a non-equilibrium geometry (ωB97M-V/def2-TZVPD, OMol25).

Properties
**E_HOMO**: -0.345 Eh
**LUMO level**: -0.0546 Eh
**Relative energy (zero: lowest compared OMol25 entry of this formula, charge and spin)**: 0.0 kJ/mol

Last column: natural (NBO) charge in e.
Cartesian coordinates (Å):
N 1.68 0.77 0.14  -1.232
N -0.70 -1.39 -1.18  -1.283
N -0.90 -0.03 1.14  -1.392
P -0.65 -0.38 -2.30  1.168
P -1.12 -1.55 0.46  1.257
P 0.23 0.96 0.63  1.857
Cl -0.92 1.50 -1.56  -0.284
Cl -0.34 2.71 1.43  -0.179
Cl 0.61 -2.47 1.05  -0.335
H 2.11 -0.13 0.19  0.422



Record 6
# C6H13N6S2

C6H13N6S2 as an isolated structure in a non-equilibrium geometry (ωB97M-V/def2-TZVPD, OMol25).

Properties
**E_HOMO**: -0.456 Eh
**LUMO level**: -0.1912 Eh
**Net charge**: +1
**Relative energy (zero: lowest compared OMol25 entry of this formula, charge and spin)**: 413.8 kJ/mol

Last column: natural (NBO) charge in e.
Cartesian coordinates (Å):
C -0.78 -1.94 0.36  0.495
C -0.21 1.48 -1.26  0.632
C -0.59 -2.52 2.75  -0.411
C 0.60 -3.76 1.04  -0.436
C -0.39 3.55 -0.04  -0.439
C 1.46 3.25 -1.62  -0.396
N -1.87 -1.32 0.56  -0.443
N -0.15 -1.97 -0.86  -0.839
N -1.50 1.39 -0.99  -0.778
N 0.34 0.42 -1.92  -0.819
N -0.17 -2.62 1.38  -0.389
N 0.40 2.62 -0.83  -0.372
S -2.29 0.00 -1.17  0.879
S -0.57 -1.18 -2.07  1.167
H -1.61 -2.96 2.89  0.221
H 0.13 -3.03 3.34  0.225
H -0.52 -1.37 3.08  0.223
H 1.65 -3.58 1.51  0.210
H 0.30 -4.88 1.23  0.227
H 0.84 -3.77 0.01  0.234
H 0.05 3.72 1.05  0.236
H -0.08 4.57 -0.51  0.210
H -1.45 3.17 -0.17  0.270
H 2.30 3.54 -1.00  0.230
H 1.76 2.46 -2.48  0.197
H 1.00 4.19 -2.01  0.222
H 1.33 0.53 -2.27  0.445



| no. | E_tot (a.u.) |
| --- | --- |
| 1 | -967.52299 |
| 2 | -2018.54954 |
| 3 | -500.07488 |
| 4 | -360.04963 |
| 5 | -2569.56958 |
| 6 | -1360.90268 |